Version one
Formula: C2H3N2OP
Source: the OMol25 dataset
Level of theory: wB97M-V/def2-TZVPD

Last column: natural (NBO) charge in e.
CARTESIAN COORDINATES (ANGSTROEM)
1 N -1.2335 -2.0292 -0.2770  -1.12
2 P -0.5687 -0.6529 -0.3903  1.31
3 N -0.3422 1.4497 -0.6300  -0.45
4 C 0.7541 1.4822 -0.1490  -0.06
5 C 0.8151 0.2418 0.7430  0.29
6 O 0.9361 0.2205 1.9225  -0.49
7 H -1.4878 -2.3319 0.6623  0.38
8 H -0.3237 -0.5673 -1.6760  -0.07
9 H 1.4504 2.1870 -0.2057  0.20

Properties
Highest occupied orbital energy, eV: -9.7
SMILES: N=[P@H]1N=CC1=O
Kohn-Sham gap, eV: 9.3149
LUMO, eV: -0.39

=====

Version two
Formula: C2H3N2OP
Source: the OMol25 dataset
Level of theory: wB97M-V/def2-TZVPD

Last column: natural (NBO) charge in e.
CARTESIAN COORDINATES (ANGSTROEM)
1 C -0.3167 1.5183 0.2300  0.40
2 C 1.6617 -1.2727 0.0216  -0.01
3 N 0.7645 0.8663 0.2215  -0.30
4 N 0.7355 -0.4675 0.2545  -0.30
5 O -1.5091 0.8881 0.1536  -0.74
6 P -1.5407 -0.8770 0.1729  0.68
7 H -0.2314 2.6297 0.0173  0.21
8 H 1.4272 -2.2352 -0.0042  0.14
9 H -0.9911 -1.0501 -1.0673  -0.08

Properties
Highest occupied orbital energy (spin up / spin down), eV: -7.8 / -7.9
Kohn-Sham gap (spin up / spin down), eV: 6.9550 / 7.0884
LUMO (spin up / spin down), eV: -0.83 / -0.79

=====

Version three
Formula: C2H3N2OP
Source: the OMol25 dataset
Level of theory: wB97M-V/def2-TZVPD

Last column: natural (NBO) charge in e.
CARTESIAN COORDINATES (ANGSTROEM)
1 N 1.6070 1.0306 -0.2521  -0.60
2 N 1.3489 -0.2281 -0.1533  -0.18
3 C 0.1739 -0.7222 -0.2532  -0.30
4 P -1.5118 -0.1373 -0.9182  0.23
5 C -2.2603 -0.4881 0.5144  0.36
6 O -2.8576 -0.6153 1.5093  -0.44
7 H 2.3942 1.3785 0.2179  0.38
8 H 0.7394 1.6114 -0.3277  0.35
9 H 0.3662 -1.8295 -0.3371  0.21

Properties
Highest occupied orbital energy, eV: -8.8
SMILES: N/N=C\P=C=O
Kohn-Sham gap, eV: 8.9286
LUMO, eV: 0.14

=====

Most stable structure - version three; separation to the second - 0.991 eV.

=====

Version one
Formula: C3H10NOS
Source: the OMol25 dataset
Level of theory: wB97M-V/def2-TZVPD

Last column: natural (NBO) charge in e.
CARTESIAN COORDINATES (ANGSTROEM)
1 C 1.2275 0.1602 0.7188  -0.63
2 C -0.1222 0.9054 0.5073  -0.05
3 C -1.0494 0.2206 -0.5666  -0.54
4 S -2.6700 -0.4111 0.0745  -0.74
5 N -0.6696 1.1458 1.8396  -0.87
6 H 1.9475 0.2985 -0.0784  0.20
7 H 0.9707 -0.8955 0.8475  0.19
8 H 1.5889 0.5449 1.6759  0.20
9 H 0.2138 1.9176 0.2110  0.15
10 H -1.1873 1.0506 -1.2605  0.18
11 H -0.5832 -0.6725 -0.9533  0.17
12 H -1.6723 1.2518 1.7730  0.39
13 H -0.5381 0.3172 2.4089  0.34
14 H 0.9103 -1.6802 -1.6656  0.48
15 H 0.6154 -2.4949 -2.9037  0.46
16 O 1.0180 -1.6582 -2.6283  -0.94

Properties
Highest occupied orbital energy, eV: -2.5
Kohn-Sham gap, eV: 6.0727
LUMO, eV: 3.58
Charge: -1

=====

Version two
Formula: C3H10NOS
Source: the OMol25 dataset
Level of theory: wB97M-V/def2-TZVPD

Last column: natural (NBO) charge in e.
CARTESIAN COORDINATES (ANGSTROEM)
1 C -1.8435 -0.3350 -1.2457  -0.41
2 N -0.9162 0.0845 -0.1603  -0.66
3 C 0.3399 -0.5893 0.1416  -0.23
4 C 1.5766 -0.0495 -0.5477  -0.55
5 S 3.1552 -0.6842 0.1608  -0.72
6 H -2.2307 0.7281 -1.6657  0.19
7 H -2.7843 -0.7926 -0.8046  0.17
8 H -1.5709 -1.1161 -1.9317  0.18
9 H -0.5210 1.0805 -0.4629  0.34
10 H 0.5359 -0.5035 1.2193  0.17
11 H 0.1652 -1.6363 -0.1865  0.19
12 H 1.5163 1.0652 -0.3830  0.15
13 H 1.7864 -0.1881 -1.6115  0.21
14 H 0.9227 1.3569 2.6081  0.47
15 H -0.1270 0.5264 2.0163  0.48
16 O -0.0045 1.0529 2.8535  -0.95

Properties
Highest occupied orbital energy, eV: -2.6
Kohn-Sham gap, eV: 6.1682
LUMO, eV: 3.61
Charge: -1

=====

Most stable structure - version one; separation to the second - 1.155 eV.

=====

Version one
Formula: C3H10NOS
Source: the OMol25 dataset
Level of theory: wB97M-V/def2-TZVPD

Last column: natural (NBO) charge in e.
CARTESIAN COORDINATES (ANGSTROEM)
1 C -1.5963 -1.9937 0.1533  -0.64
2 C -1.3130 -0.9931 -0.9788  -0.04
3 C -0.6986 0.3730 -0.4130  -0.56
4 S 1.0756 0.4172 -0.2885  -0.70
5 N -0.4930 -1.5619 -2.0305  -0.87
6 H -2.2723 -1.5454 0.8857  0.19
7 H -0.5968 -1.9822 0.6538  0.22
8 H -2.0469 -2.9661 -0.0709  0.20
9 H -2.3330 -0.8063 -1.4396  0.14
10 H -1.0976 1.1167 -1.1214  0.17
11 H -1.1972 0.4706 0.5540  0.17
12 H -0.3800 -0.8022 -2.7031  0.34
13 H 0.4355 -1.5148 -1.5718  0.38
14 H 2.3050 3.0581 2.5468  0.47
15 H 1.2125 2.0947 2.7826  0.49
16 O 1.6505 2.8497 3.2057  -0.96

Properties
Highest occupied orbital energy, eV: -2.8
Kohn-Sham gap, eV: 6.7903
LUMO, eV: 3.94
Charge: -1

=====

Version two
Formula: C3H10NOS
Source: the OMol25 dataset
Level of theory: wB97M-V/def2-TZVPD

Last column: natural (NBO) charge in e.
CARTESIAN COORDINATES (ANGSTROEM)
1 C -1.6273 2.5669 -0.0703  -0.63
2 C -0.6883 1.5133 0.4444  -0.62
3 S -0.2563 1.6412 2.2077  -0.13
4 H -1.1831 3.1563 -0.8657  0.20
5 H -1.7363 3.4101 0.6207  0.21
6 H -2.6239 2.2277 -0.4316  0.21
7 H -0.8830 0.3859 0.0852  0.35
8 H 0.3308 1.5149 -0.1420  0.24
9 H -0.3858 0.4949 3.0178  0.15
10 N 2.2389 -2.3838 -0.2916  -1.03
11 C 0.6771 -2.0868 -1.1205  0.23
12 O -0.0016 -1.2912 -0.4225  -0.86
13 H 2.0729 -2.6135 0.7507  0.31
14 H 2.5115 -3.4268 -0.4742  0.28
15 H 1.1244 -1.8566 -2.1753  0.06
16 H 0.4301 -3.2525 -1.1327  0.03

Properties
Highest occupied orbital energy, eV: -3.0
Kohn-Sham gap, eV: 6.3446
LUMO, eV: 3.35
Charge: -1

=====

Version three
Formula: C3H10NOS
Source: the OMol25 dataset
Level of theory: wB97M-V/def2-TZVPD

Last column: natural (NBO) charge in e.
CARTESIAN COORDINATES (ANGSTROEM)
1 C -2.3739 -0.5161 0.5842  -0.74
2 S -2.5566 1.2518 0.2737  0.11
3 C -0.8021 1.5950 -0.0931  -0.75
4 H -1.8236 -1.0011 -0.2236  0.24
5 H -3.3257 -1.0513 0.6215  0.20
6 H -1.8523 -0.7103 1.5118  0.24
7 H -0.1504 1.5312 0.7763  0.23
8 H -0.3918 0.8167 -0.7315  0.26
9 H -0.6527 2.5311 -0.6387  0.20
10 N 2.0271 0.0928 -0.9453  -0.91
11 C 1.6950 -1.1221 -0.0718  0.17
12 O 0.7388 -1.0080 0.8192  -0.93
13 H 2.1300 0.8663 -0.2803  0.32
14 H 3.0064 0.0051 -1.2157  0.32
15 H 1.5911 -1.9383 -0.7967  0.06
16 H 2.7409 -1.3429 0.4099  -0.01

Properties
Highest occupied orbital energy, eV: -2.6
Kohn-Sham gap, eV: 6.0372
LUMO, eV: 3.45
Charge: -1

=====

Version four
Formula: C3H10NOS
Source: the OMol25 dataset
Level of theory: wB97M-V/def2-TZVPD

Last column: natural (NBO) charge in e.
CARTESIAN COORDINATES (ANGSTROEM)
1 C 0.3938 -1.0181 -0.0585  -0.42
2 C -0.1295 0.4535 -0.1058  -0.56
3 S -0.4485 1.5112 -1.5860  -0.75
4 C 1.7403 -1.2429 0.7800  -0.23
5 N 2.1273 -0.4010 2.0221  -0.84
6 H 0.4686 -1.3888 -1.0509  0.21
7 H -0.4292 -1.7118 0.4614  0.15
8 H 0.6758 1.0319 0.3702  0.19
9 H -1.1107 0.3020 0.2169  0.20
10 H 2.4814 -0.8695 0.1217  0.18
11 H 1.8426 -2.2718 1.2222  0.18
12 H 2.3934 0.5432 1.5979  0.35
13 H 1.2278 -0.3577 2.4965  0.34
14 H -3.8814 1.6840 -1.4273  0.47
15 H -3.2588 2.0103 -2.7276  0.49
16 O -4.0928 1.7254 -2.3326  -0.96

Properties
Highest occupied orbital energy, eV: -2.7
Kohn-Sham gap, eV: 6.6626
LUMO, eV: 4.00
Charge: -1

=====

Most stable structure - version one; separation to the second - 1.421 eV.